# 1
Molecular formula: C42H59F16N3O12
Method: DFT, ωB97M-V/def2-TZVPD

Element x y z (Å)
F 11.14 9.39 1.53
C 10.47 8.38 0.92
F 10.97 8.05 -0.31
C 10.35 7.14 1.91
F 9.55 7.51 2.95
F 11.54 6.85 2.46
C 9.81 5.96 1.12
O 8.42 6.30 0.80
C 7.46 5.65 1.65
F 7.56 6.00 2.96
F 6.26 6.08 1.11
C 7.39 4.05 1.51
F 7.58 3.73 0.19
F 8.32 3.38 2.16
H 9.52 8.76 0.54
H 9.97 5.03 1.68
H 10.41 5.79 0.23
H 6.51 3.56 1.92
F -1.83 -6.27 -1.29
C -1.00 -6.88 -2.09
F -0.27 -5.97 -2.65
C -0.19 -7.97 -1.32
F -1.07 -8.74 -0.66
F 0.63 -7.40 -0.35
C 0.67 -8.97 -2.13
O -0.17 -9.75 -3.05
C 0.22 -9.58 -4.41
F -0.07 -8.33 -4.83
F 1.47 -9.94 -4.60
C -0.62 -10.55 -5.25
F -1.94 -10.60 -4.85
F -0.49 -10.43 -6.59
H -1.52 -7.42 -2.88
H 1.07 -9.75 -1.48
H 1.47 -8.42 -2.63
H -0.32 -11.58 -5.07
O -6.16 5.52 -7.72
C -5.64 4.45 -7.43
C -4.49 4.15 -6.54
C -4.78 2.73 -6.21
C -5.56 2.16 -7.38
O -6.11 3.34 -8.01
H -3.54 4.14 -7.08
H -4.32 4.76 -5.66
H -3.94 2.06 -5.99
H -5.38 2.84 -5.30
H -4.92 1.59 -8.05
H -6.35 1.49 -7.02
O 1.36 0.73 0.37
C 0.22 0.54 -0.06
C -0.67 -0.69 0.17
C -2.01 -0.15 -0.29
C -1.65 1.09 -1.17
O -0.32 1.50 -0.65
H -0.13 -1.39 -0.47
H -0.50 -0.73 1.25
H -2.36 -0.87 -1.04
H -2.70 -0.01 0.54
H -1.81 0.88 -2.22
H -2.34 1.87 -0.86
O 1.24 1.81 -5.70
C 2.39 1.93 -5.53
C 3.12 3.23 -5.31
C 4.52 2.85 -5.97
C 4.61 1.41 -5.51
O 3.23 0.95 -5.60
H 2.69 3.91 -6.04
H 3.28 3.58 -4.29
H 4.39 2.94 -7.05
H 5.26 3.55 -5.57
H 5.41 0.91 -6.05
H 5.07 1.37 -4.52
O -2.57 3.61 5.52
C -1.46 3.97 5.36
C -0.63 3.81 4.11
C 0.58 4.68 4.45
C 0.55 4.75 5.97
O -0.82 4.66 6.25
H -0.22 2.80 4.04
H -1.08 3.98 3.13
H 1.60 4.36 4.22
H 0.47 5.67 4.00
H 1.21 4.13 6.58
H 0.83 5.77 6.21
O 6.30 -2.58 4.15
C 5.62 -3.35 3.53
C 5.59 -3.65 2.05
C 5.05 -5.09 2.01
C 4.26 -5.18 3.28
O 4.72 -4.18 4.17
H 4.82 -3.00 1.62
H 6.59 -3.50 1.64
H 4.53 -5.32 1.08
H 5.83 -5.84 2.11
H 3.19 -5.10 3.08
H 4.49 -6.16 3.69
C -6.27 5.79 1.30
C -7.35 5.75 0.25
C -7.93 4.43 -0.10
C -8.81 3.90 0.94
N -9.54 3.46 1.76
H -6.66 5.56 2.29
H -5.79 6.75 1.49
H -5.37 5.19 1.16
H -6.88 6.05 -0.69
H -8.14 6.46 0.49
H -7.14 3.71 -0.31
H -8.64 4.58 -0.92
C 0.21 -2.35 6.69
C -0.24 -3.17 7.91
C 0.12 -4.67 7.99
C -0.41 -5.49 6.88
N -0.90 -6.06 5.99
H 1.27 -2.57 6.52
H 0.21 -1.30 6.97
H -0.40 -2.67 5.85
H -1.28 -2.95 8.15
H 0.29 -2.64 8.71
H -0.23 -4.99 8.97
H 1.14 -5.04 8.12
C -8.19 -2.19 0.47
C -9.02 -2.86 -0.63
C -8.33 -4.13 -1.21
C -8.20 -5.25 -0.22
N -8.15 -6.11 0.61
H -7.20 -1.80 0.22
H -7.81 -2.93 1.17
H -8.81 -1.47 1.01
H -9.26 -2.03 -1.30
H -9.99 -3.19 -0.27
H -7.31 -4.05 -1.60
H -8.77 -4.44 -2.16

The SMILES is FC(F)C(F)(F)COC(F)(F)C(F)F.FC(F)C(F)(F)COC(F)(F)C(F)F.O=C1CCCO1.O=C1CCCO1.O=C1CCCO1.O=C1CCCO1.O=C1CCCO1.CCCC#N.CCCC#N.CCCC#N. As for the net charge: 0. The calculation puts the total energy at -117025.5057 eV. Its energy relative to the best compared isomer or geometry (same formula, charge and spin) is 310.9 kJ/mol. The LUMO energy comes out at -0.252 eV.

***

# 2
Molecular formula: C42H60BrN21
Method: DFT, ωB97M-V/def2-TZVPD

Element x y z (Å)
N 1.24 -1.39 1.59
C 0.60 -0.55 1.15
C 0.05 0.75 0.74
C -1.38 0.91 1.30
Br -1.29 1.08 3.24
C -2.13 -0.33 1.00
N -2.96 -1.11 0.84
H 0.02 0.79 -0.34
H 0.65 1.57 1.13
H -1.88 1.76 0.87
C 4.33 0.80 0.72
C 3.83 2.04 0.12
N 3.40 3.00 -0.36
H 3.61 0.46 1.46
H 4.44 0.04 -0.05
H 5.29 0.97 1.19
C -4.43 -4.28 1.92
C -5.64 -5.02 2.26
N -6.60 -5.60 2.52
H -4.68 -3.24 1.68
H -3.74 -4.29 2.75
H -3.95 -4.73 1.05
C -4.72 1.76 -1.09
C -3.78 2.59 -1.84
N -3.05 3.26 -2.42
H -4.17 1.05 -0.47
H -5.34 2.39 -0.47
H -5.35 1.20 -1.78
C 2.19 -3.91 3.53
C 2.42 -4.36 4.90
N 2.61 -4.70 5.98
H 2.90 -4.39 2.85
H 1.18 -4.17 3.21
H 2.31 -2.83 3.47
C -3.77 5.23 -5.12
C -4.69 5.02 -6.24
N -5.42 4.88 -7.12
H -4.13 6.05 -4.51
H -3.71 4.33 -4.52
H -2.78 5.46 -5.50
C 1.14 -4.30 -0.67
C 0.29 -4.84 0.39
N -0.38 -5.27 1.22
H 0.96 -4.85 -1.60
H 0.92 -3.25 -0.83
H 2.19 -4.41 -0.40
C 2.61 6.03 1.81
C 1.32 5.47 2.19
N 0.30 5.02 2.50
H 2.49 7.07 1.50
H 3.30 5.99 2.65
H 3.03 5.46 0.98
C -4.52 -1.16 -4.52
C -3.57 -0.73 -3.50
N -2.82 -0.40 -2.70
H -4.03 -1.17 -5.49
H -4.88 -2.16 -4.29
H -5.36 -0.47 -4.56
C 5.93 -6.19 1.99
C 5.43 -4.94 1.45
N 5.04 -3.95 1.02
H 5.24 -6.55 2.76
H 6.00 -6.93 1.20
H 6.92 -6.05 2.43
C 2.91 -8.58 0.67
C 3.90 -7.91 -0.17
N 4.68 -7.38 -0.82
H 3.40 -9.33 1.29
H 2.42 -7.86 1.31
H 2.17 -9.07 0.04
C 4.09 8.63 -1.24
C 4.63 7.52 -0.46
N 5.05 6.66 0.16
H 4.89 9.13 -1.78
H 3.36 8.26 -1.96
H 3.60 9.35 -0.58
C 2.03 -8.84 5.37
C 3.07 -8.21 4.56
N 3.88 -7.71 3.93
H 2.49 -9.58 6.03
H 1.53 -8.09 5.97
H 1.31 -9.33 4.73
C -3.35 -6.15 5.02
C -2.26 -7.11 5.16
N -1.40 -7.86 5.28
H -3.99 -6.44 4.19
H -3.94 -6.12 5.93
H -2.95 -5.16 4.83
C 8.08 2.21 -0.61
C 7.85 1.24 0.46
N 7.66 0.49 1.31
H 8.88 1.85 -1.25
H 7.18 2.33 -1.20
H 8.37 3.17 -0.18
C 3.42 -5.19 9.20
C 3.98 -6.42 9.76
N 4.41 -7.39 10.20
H 3.34 -5.27 8.12
H 2.43 -5.01 9.62
H 4.07 -4.35 9.45
C 3.20 8.34 4.88
C 4.20 9.00 4.05
N 4.97 9.52 3.38
H 3.68 7.65 5.57
H 2.64 9.08 5.46
H 2.50 7.79 4.25
C -5.80 5.76 -10.46
C -4.86 6.60 -11.20
N -4.11 7.26 -11.77
H -5.26 5.04 -9.86
H -6.41 6.37 -9.81
H -6.44 5.23 -11.16
C -7.71 8.19 -6.39
C -7.41 7.70 -5.05
N -7.16 7.31 -4.00
H -6.94 7.86 -7.08
H -8.67 7.80 -6.71
H -7.74 9.28 -6.39
C -5.23 1.55 -7.88
C -5.99 0.84 -6.86
N -6.58 0.28 -6.05
H -5.34 1.05 -8.84
H -5.60 2.57 -7.97
H -4.18 1.58 -7.61

As for the net charge: 0. The calculation puts the total energy at -145855.6345 eV. Its energy relative to the best compared isomer or geometry (same formula, charge and spin) is 11.4 kJ/mol. The LUMO energy comes out at 0.025 eV.

***

# 3
Molecular formula: C42H60Cl2N5O7SScSi
Method: DFT, ωB97M-V/def2-TZVPD

Element x y z (Å)
Sc -0.06 -0.59 0.48
C -1.86 -0.13 -3.32
C -1.61 -0.91 -2.06
O -1.40 -0.24 -0.98
C -1.67 -2.30 -2.08
C -1.52 -3.10 -0.92
C -1.99 -4.53 -0.95
N -1.05 -2.59 0.19
N -1.22 -3.37 1.34
C -0.90 -2.64 2.37
O -0.45 -1.43 2.31
C -1.12 -3.22 3.73
C -1.75 -4.44 3.92
C -1.96 -4.94 5.20
C -1.54 -4.21 6.31
C -0.91 -2.99 6.13
C -0.70 -2.49 4.84
H -1.88 0.94 -3.09
H -2.80 -0.43 -3.79
H -1.03 -0.31 -4.00
H -1.91 -2.78 -3.02
H -2.20 -4.83 -1.98
H -2.89 -4.64 -0.35
H -1.24 -5.19 -0.52
H -2.08 -4.99 3.05
H -2.46 -5.89 5.34
H -1.70 -4.60 7.31
H -0.59 -2.41 6.98
H -0.23 -1.53 4.68
C 2.33 -1.94 2.76
N 2.38 -1.54 1.35
C 2.82 -2.64 0.51
C 3.18 -0.34 1.23
C 4.55 -0.36 1.03
C 5.27 0.83 0.94
C 4.60 2.04 1.06
C 3.23 2.07 1.27
C 2.50 0.88 1.39
N 1.13 0.85 1.59
C 0.56 1.49 2.65
C 1.26 2.01 3.76
C 0.59 2.50 4.87
C -0.80 2.51 4.92
C -1.51 2.02 3.82
C -0.85 1.54 2.71
N -1.55 1.08 1.52
C -1.70 2.22 0.59
C -2.85 0.48 1.79
H 3.34 -2.20 3.13
H 1.92 -1.13 3.36
H 1.69 -2.81 2.87
H 3.77 -3.08 0.85
H 2.05 -3.42 0.55
H 2.92 -2.30 -0.51
H 5.05 -1.31 0.91
H 6.34 0.80 0.76
H 5.15 2.97 0.95
H 2.69 3.01 1.31
H 2.34 2.00 3.75
H 1.16 2.88 5.71
H -1.33 2.87 5.79
H -2.59 2.03 3.84
H -2.30 3.02 1.05
H -0.73 2.63 0.31
H -2.18 1.89 -0.33
H -3.60 1.22 2.07
H -3.19 -0.01 0.87
H -2.76 -0.27 2.58
Cl 3.25 1.79 -3.44
C 3.07 0.59 -2.16
Cl 4.41 -0.62 -2.28
C 1.75 -0.20 -2.26
O 1.27 -0.43 -3.35
O 1.31 -0.56 -1.11
H 3.18 1.09 -1.21
C -4.48 5.10 -3.05
C -4.03 3.93 -2.18
C -4.32 2.61 -2.90
C -4.77 3.96 -0.85
O -2.66 3.98 -1.86
Si -1.32 4.51 -2.71
S 0.40 3.95 -1.79
O -1.68 3.95 -4.24
C -0.97 3.93 -5.46
C -0.90 5.35 -6.03
C 0.42 3.35 -5.29
C -1.79 3.05 -6.39
O -1.53 6.16 -2.94
C -1.22 7.24 -2.08
C -2.06 8.41 -2.56
C 0.26 7.58 -2.20
C -1.57 6.91 -0.63
H -5.54 4.99 -3.31
H -3.89 5.15 -3.97
H -4.35 6.05 -2.52
H -5.37 2.54 -3.20
H -4.09 1.77 -2.24
H -3.68 2.53 -3.78
H -5.85 3.86 -1.00
H -4.58 4.90 -0.33
H -4.42 3.14 -0.21
H -0.44 6.02 -5.29
H -1.90 5.73 -6.24
H -0.31 5.37 -6.95
H 1.03 3.96 -4.62
H 0.92 3.28 -6.27
H 0.37 2.35 -4.85
H -2.81 3.43 -6.46
H -1.82 2.03 -6.00
H -1.35 3.02 -7.39
H -1.91 8.56 -3.63
H -1.79 9.33 -2.03
H -3.13 8.21 -2.40
H 0.49 7.91 -3.22
H 0.86 6.70 -1.98
H 0.53 8.39 -1.51
H -2.59 6.54 -0.57
H -1.47 7.80 0.00
H -0.90 6.13 -0.25

As for the net charge: -2. The calculation puts the total energy at -130783.4719 eV. Its energy relative to the best compared isomer or geometry (same formula, charge and spin) is 2.9 kJ/mol. The LUMO energy comes out at 4.028 eV.

***

# 4
Molecular formula: C42H60F5I2N2O3S2W
Method: DFT, ωB97M-V/def2-TZVPD

Element x y z (Å)
W -0.99 0.66 -0.09
C -3.55 -1.48 -0.84
N -2.53 -0.76 -1.66
C -3.29 -0.09 -2.76
C -1.69 -1.80 -2.33
C -0.70 -2.41 -1.39
N 0.17 -1.34 -0.80
C 1.34 -1.19 -1.76
C 2.21 0.03 -1.62
C 3.32 0.11 -2.46
C 4.17 1.21 -2.41
C 4.01 2.10 -1.34
C 2.92 2.06 -0.49
C 1.97 1.06 -0.75
O 0.71 1.12 -0.20
C 2.74 3.03 0.66
C 1.64 4.03 0.29
C 2.39 2.23 1.92
C 4.03 3.81 0.95
C 5.22 1.52 -3.48
C 6.62 1.60 -2.87
C 5.22 0.48 -4.60
C 4.82 2.88 -4.08
C 0.71 -1.82 0.52
C -0.34 -2.44 1.40
C -0.30 -3.79 1.71
C -1.30 -4.37 2.49
C -2.23 -3.50 3.07
C -2.28 -2.13 2.83
C -1.38 -1.66 1.87
O -1.49 -0.44 1.23
C -3.24 -1.29 3.65
C -3.01 0.20 3.42
C -2.99 -1.57 5.14
C -4.69 -1.65 3.30
C -1.41 -5.87 2.76
C -2.80 -6.34 2.34
C -1.20 -6.11 4.26
C -0.36 -6.67 1.98
H -4.08 -2.18 -1.48
H -3.08 -2.02 -0.01
H -4.26 -0.77 -0.42
H -3.61 -0.87 -3.47
H -4.17 0.40 -2.38
H -2.67 0.63 -3.29
H -2.35 -2.58 -2.71
H -1.20 -1.33 -3.18
H -1.19 -2.94 -0.59
H -0.07 -3.14 -1.90
H 1.95 -2.08 -1.61
H 0.93 -1.24 -2.76
H 3.49 -0.67 -3.20
H 4.74 2.89 -1.21
H 0.67 3.54 0.24
H 1.58 4.83 1.04
H 1.84 4.50 -0.67
H 1.40 1.78 1.87
H 3.13 1.45 2.11
H 2.40 2.89 2.80
H 4.31 4.48 0.13
H 3.89 4.42 1.84
H 4.87 3.13 1.14
H 6.94 0.65 -2.44
H 7.33 1.88 -3.65
H 6.69 2.37 -2.09
H 5.54 -0.51 -4.25
H 4.24 0.38 -5.08
H 5.94 0.79 -5.37
H 4.88 3.70 -3.36
H 5.50 3.12 -4.91
H 3.80 2.86 -4.48
H 1.50 -2.55 0.32
H 1.19 -0.97 1.00
H 0.51 -4.39 1.31
H -2.95 -3.90 3.76
H -1.97 0.47 3.65
H -3.26 0.51 2.41
H -3.66 0.78 4.08
H -1.94 -1.39 5.40
H -3.61 -0.92 5.75
H -3.23 -2.60 5.41
H -4.88 -1.55 2.23
H -4.92 -2.68 3.60
H -5.39 -1.00 3.83
H -3.61 -5.84 2.88
H -2.97 -6.18 1.27
H -2.89 -7.41 2.52
H -1.98 -5.64 4.86
H -1.23 -7.18 4.45
H -0.23 -5.72 4.60
H -0.45 -6.51 0.89
H 0.67 -6.42 2.27
H -0.51 -7.73 2.16
F 0.73 2.88 -6.80
C 0.19 2.92 -5.60
C 0.25 1.78 -4.79
F 0.81 0.65 -5.19
C -0.32 1.87 -3.53
F -0.32 0.78 -2.67
C -0.90 3.01 -3.04
S -1.33 3.01 -1.32
C -0.96 4.13 -3.86
F -1.52 5.25 -3.40
C -0.43 4.08 -5.14
F -0.49 5.14 -5.93
I -3.54 2.01 -0.13
I -5.90 1.44 1.25
C -1.96 4.74 1.62
S -1.80 3.14 2.44
C -0.53 3.65 3.62
O -1.02 2.23 1.40
H -2.35 5.42 2.38
H -2.69 4.66 0.81
H -0.98 5.06 1.26
H -0.99 4.45 4.20
H 0.34 4.01 3.07
H -0.29 2.80 4.26

As for the net charge: +3. The calculation puts the total energy at -106909.1626 eV. Its energy relative to the best compared isomer or geometry (same formula, charge and spin) is 20.7 kJ/mol. The LUMO energy (spin up / spin down) comes out at -10.615 / -10.609 eV.